Entry 1:
C24H62O29P5V | ωB97M-V/def2-TZVPD

Geometry (Å):
H: 4.835596 -5.091450 1.765313
H: 2.101276 -2.161370 5.723793
C: -1.238264 -2.861360 -1.948027
C: -5.094364 -4.092510 -2.442117
H: -0.660264 -1.412820 6.255783
H: 3.323466 4.573730 0.664083
H: 4.956126 4.011630 0.151153
H: 4.362746 -4.538130 -0.275337
H: -0.251204 2.602160 -2.578387
H: -3.847204 0.738930 5.338263
H: 1.789326 -3.190080 4.355803
O: -4.695364 -3.976580 -1.132217
H: -1.909124 -3.564540 -1.454487
H: -0.593524 4.079580 -1.757257
O: 6.058666 -2.044860 -3.264317
H: -0.016504 1.791080 6.031803
H: -4.083474 1.095140 -2.433857
P: 3.929706 -2.554200 2.853253
H: -2.490034 0.671390 -0.619477
H: 0.372676 3.400240 5.448653
O: -4.211404 3.089040 -2.008887
C: -5.814804 4.682940 -2.585367
H: 5.214546 0.204290 2.469833
H: 5.847286 -4.850690 -1.023537
O: -0.396224 0.667570 3.131173
O: 2.806776 1.949250 -2.967407
H: 4.568976 -0.547150 1.180623
O: 4.209066 -4.002170 3.542793
H: -2.671834 1.990860 -2.835627
C: 5.071456 -4.902000 2.812493
C: -7.403954 -2.589100 -0.320447
H: -0.048334 0.394560 -5.934717
H: -7.225704 -2.827890 -1.368927
H: 4.179266 2.645140 -4.495307
O: -4.468714 -1.313080 -1.266977
O: 1.324546 3.251740 2.162873
H: 0.841026 5.411530 2.583363
H: -1.870504 2.297920 -0.739787
C: 6.016426 0.916160 -2.070287
P: -4.768694 -2.483990 -0.354857
C: -0.083524 3.677810 -2.632797
C: 3.145406 2.645940 -4.150017
H: -2.256764 -1.214960 1.220623
H: -3.455144 1.940930 0.111973
H: 2.925146 3.711610 -4.087227
H: -3.877174 -0.600600 1.324453
C: 0.228206 3.791680 2.018933
C: -2.790774 1.714070 -0.721847
H: 7.094786 1.073200 -2.046057
C: -4.887544 3.563930 -3.028897
H: -7.980734 -1.670120 -0.216087
O: 2.012066 0.304880 1.530833
H: 1.115916 0.042010 -4.616537
O: -3.695084 -2.600640 0.879023
O: 1.267906 3.905400 -2.384227
H: -2.308324 -1.654160 5.856313
H: 6.335796 -0.580420 1.303423
H: -2.631744 -1.581880 -2.988087
H: -5.818024 4.627240 -1.496797
H: 6.094466 -4.525900 2.822043
C: -4.110074 0.981720 4.308673
C: -1.780744 -2.222940 -3.218167
P: -1.481174 0.987770 4.089273
H: -1.223914 -1.757830 4.513983
O: -2.169444 0.198340 -4.413937
O: -2.967104 0.841270 3.397433
C: 2.069136 -2.174100 4.634343
O: -1.542034 0.126930 5.426373
C: -1.048084 -0.245600 -4.285427
H: 1.765496 -0.735820 -2.095447
H: 1.338046 -1.461000 4.253433
H: -6.796934 4.516960 -3.028047
H: 3.795576 2.834140 0.553913
H: 4.556356 -4.398150 -2.074627
H: -0.301304 -3.381150 -2.148077
O: -6.206164 -2.535050 0.441493
O: -0.663494 3.070010 1.526803
H: -5.306544 -3.136700 -2.921197
C: -3.456174 1.914410 -2.082597
O: -0.743874 -1.409030 -3.701957
O: 3.665526 -1.549260 -2.432477
H: 5.102296 -5.847940 3.353183
C: 0.159836 0.500020 -4.869987
H: 2.083156 -2.030350 -1.053447
O: 3.297596 -1.711190 4.067983
C: 5.406886 -0.681640 1.864663
P: 2.205936 2.785850 -1.731167
O: 3.478336 3.692040 -1.237777
H: -1.006344 -2.137400 -1.166877
H: -4.351104 -4.520550 -3.114747
H: -8.055344 -3.356660 0.097453
H: -0.958804 3.184880 6.534273
C: 4.987046 -4.185260 -1.096207
O: 2.985586 -2.618510 1.730843
H: 5.592086 1.761930 -1.529257
H: 0.109096 1.536780 -4.537327
O: 5.381036 -2.851560 -0.803877
C: -1.382794 -1.237780 5.458653
V: 0.716876 1.157700 1.210253
O: -1.364664 2.522250 4.639753
O: 1.610586 1.906780 -0.702267
H: 2.832246 -0.501860 -0.762827
P: 5.274336 -1.730700 -2.013357
O: -4.821314 3.095690 -4.163297
O: -0.361414 0.227380 0.364223
H: -2.111444 -3.002880 -3.904057
H: -5.503574 5.643590 -2.995727
C: 2.588456 -1.206680 -1.557747
O: 5.691326 -0.281430 -1.296937
C: -0.452204 2.727810 5.684243
H: 5.706936 0.721130 -3.097057
H: 2.520546 2.345070 -4.990937
H: -3.296724 -1.733030 2.625943
H: -0.463634 4.165500 -3.530447
H: -4.979984 0.417930 3.971793
C: -3.258684 -1.463780 1.570403
H: -4.495074 2.001340 4.293233
O: 5.363926 -1.909170 2.573813
O: -0.030324 5.048030 2.409523
H: -5.961504 -4.752910 -2.436567
C: 3.883416 3.823730 0.105463

Forces on the atoms, in the same order (eV/Å):
H -0.7 0.3 0.1
H 0.3 0.3 0.0
C 0.3 -0.1 0.5
C -0.8 0.0 -2.0
H 0.4 -0.5 -0.5
H 0.0 -0.1 -0.2
H -0.1 0.5 -0.4
H -0.6 0.4 -0.3
H -0.5 0.0 -0.6
H 0.0 -0.2 -0.2
H 0.2 0.0 -0.3
O 1.0 2.5 3.4
H -0.3 -0.1 -0.4
H -0.5 0.1 -0.2
O -1.5 0.5 2.5
H 0.1 0.1 0.0
H -0.1 -0.1 0.3
P -1.2 -0.2 0.4
H 0.0 0.0 -0.1
H -0.2 0.0 -0.7
O -0.4 1.2 1.1
C 0.3 -0.5 -0.3
H 0.6 -0.2 0.9
H 0.5 0.3 -0.2
O -0.2 -0.2 0.3
O -0.4 0.3 1.2
H 0.0 -0.8 -0.4
O 0.6 0.9 -1.0
H -0.1 0.2 -0.2
C 0.8 -0.2 0.5
C -0.8 -0.2 -0.1
H 0.4 0.4 -0.1
H 0.0 0.2 0.0
H 0.2 -0.9 0.7
O -1.2 -2.3 1.7
O 3.4 -0.1 0.6
H 0.2 0.4 0.3
H -0.2 0.1 0.7
C 0.3 -1.3 0.3
P 1.3 0.3 -0.5
C -1.6 -0.7 1.3
C -0.4 1.6 -1.5
H 0.2 0.0 0.3
H 0.2 0.3 0.0
H -0.1 0.1 0.4
H -0.1 0.1 0.4
C -1.8 -1.8 -0.6
C -0.1 -0.5 -0.9
H 0.1 -0.3 -0.1
C -0.5 -0.7 -2.3
H 0.4 0.3 -0.2
O -1.0 0.6 -0.1
H -0.1 0.0 0.0
O -2.3 -2.0 -2.6
O 2.6 -0.2 0.5
H -0.2 -0.1 0.0
H -0.1 -0.3 0.3
H -0.1 -0.2 0.0
H -0.3 0.6 -0.1
H 0.0 0.2 0.1
C -0.2 0.7 -0.2
C -1.0 -0.2 1.8
P -1.1 1.8 -1.2
H 0.6 0.4 -0.1
O 0.7 -0.5 0.2
O 1.3 0.3 1.8
C -0.5 0.5 -0.3
O 0.0 2.7 -1.4
C -0.4 0.8 -0.3
H 0.4 0.1 -0.7
H -0.4 -0.2 0.2
H 0.0 -0.2 0.2
H -0.4 0.2 0.5
H -0.3 0.6 0.1
H 0.0 -0.1 -0.1
O 2.0 0.2 -0.7
O -1.6 0.2 -0.7
H -0.4 0.2 0.2
C 0.9 -1.2 -0.2
O 1.1 0.4 -1.0
O 2.0 -0.5 0.7
H -0.3 0.1 0.0
C -0.7 -1.0 0.5
H 0.7 -0.6 -0.1
O 1.3 -0.9 0.0
C -0.7 1.4 -0.9
P 1.6 1.3 -0.1
O -1.8 -0.8 -1.8
H 0.0 0.4 -0.2
H 0.4 -0.3 0.5
H 0.3 -0.3 0.0
H -0.3 -0.1 0.0
C 0.4 -1.3 0.5
O 0.7 -0.2 -0.2
H -0.5 -0.1 -0.5
H 0.0 -0.1 -0.3
O -0.2 2.5 -1.5
C -0.6 -2.2 1.3
V -2.3 -1.1 -1.2
O -1.0 -2.2 -1.1
O -0.1 0.4 0.0
H 0.5 0.0 -0.1
P -0.4 0.7 -1.6
O -0.1 0.8 1.5
O 2.7 1.7 1.8
H 0.3 0.2 -0.5
H 0.3 0.0 0.3
C -0.9 0.5 0.9
O -0.5 -2.1 -0.1
C 1.0 0.3 1.6
H -0.2 0.7 0.0
H 0.0 -0.6 0.2
H 0.1 0.3 0.0
H 0.5 -0.2 -0.1
H 0.6 -0.6 -0.2
C 0.3 1.0 -0.1
H 0.5 0.3 -0.1
O -0.8 -0.6 0.7
O 0.1 -0.1 -0.3
H -0.2 0.1 -0.4
C 0.4 -1.1 1.0

## Properties
- frontier orbital gap (hartree) = 0.3379
- spin multiplicity = 1
- energy relative to the best compared isomer or geometry (same formula, charge and spin) (eV) = 0.000
- net charge = 0

Entry 2:
C24H63ClN3O16 | ωB97M-V/def2-TZVPD

Geometry (Å):
C: -4.865418 3.127169 1.932915
H: -1.876288 -7.419181 -4.527095
C: 1.408292 -6.567931 -0.593295
H: -0.977128 7.334049 4.380595
H: 2.786202 -4.812171 -9.311795
H: 6.909882 -0.013161 -3.021995
C: 1.960842 -4.754611 -8.602165
H: -6.372028 -2.774131 1.996745
H: 2.407672 -2.675461 -5.193525
H: 5.641122 0.723859 -5.000855
O: -2.202708 -5.696341 -3.600175
O: -5.223928 3.143589 3.290765
C: 5.342672 1.686389 -3.059955
H: -1.056418 3.999509 4.573215
Cl: 0.291012 1.739859 -0.961435
C: 1.501292 -3.279761 -5.230765
H: 3.122312 -0.387581 3.278595
C: 5.856392 0.210309 -3.190245
C: 2.549272 -5.280471 -2.210535
H: -2.936738 -4.148861 -4.642365
H: -4.484558 5.286339 1.720395
O: 5.701532 -0.110011 -4.529025
C: -5.036528 4.483119 1.232275
H: 1.113492 -4.159001 -8.941765
H: 2.398132 -6.675161 -0.149675
C: 0.230982 8.587349 7.071975
C: -2.674078 -3.469481 -2.517765
O: -4.484548 -2.903191 1.014395
H: 1.229672 6.771919 4.953235
H: -1.759548 -3.008201 -2.890535
H: -5.415558 -1.321491 2.006685
C: 0.913492 7.547589 4.255765
C: 3.796732 -1.144521 3.678955
C: -1.962858 5.172999 6.839025
H: -1.486028 -2.433291 -0.442705
H: -3.549698 -7.064311 -4.444105
H: -3.811558 2.888669 1.789405
O: 3.650362 -1.302421 5.049915
H: -1.697338 -4.621371 -1.211875
H: 4.706392 -3.521351 4.005605
H: 2.733562 -1.537171 5.211065
H: 0.788682 -2.611161 -4.747775
C: -0.454018 5.722439 3.318765
H: 2.796172 -6.174101 -2.783735
H: 1.597422 -5.758601 -8.383015
H: 1.028522 9.233599 7.438555
H: 0.060892 5.043569 5.457335
H: -2.260268 4.126669 6.769375
N: -0.327508 7.207589 3.617645
H: 2.679632 -2.803061 2.982825
O: 4.642932 -3.320881 3.068915
O: 0.877292 3.035409 -1.254715
H: 2.032952 -3.225481 -2.808585
H: -3.454248 -2.715151 -2.619845
H: 1.702692 7.577849 3.504545
O: -0.111218 9.038269 5.788205
O: -1.107338 1.732969 -1.330925
H: -4.549488 4.441249 0.258035
H: 0.288982 -4.291631 -6.801395
H: -2.026728 -3.549601 0.721155
H: 5.995532 2.256679 -3.720745
H: -1.086918 5.240729 7.484185
H: -4.060678 -1.763561 -0.645725
H: -5.457728 2.328279 1.486775
H: 0.662532 9.582089 3.926325
H: 0.650902 -6.428921 0.178145
N: -2.555558 -4.089131 -1.194915
O: 2.296372 -4.161021 -7.334235
H: 4.393342 1.900569 -3.550875
H: 3.376732 -5.043901 -1.541605
C: -2.585858 -6.602081 -4.657315
H: 0.488562 5.300349 2.970215
N: 1.640322 -4.464941 -4.431465
C: -5.657838 -2.199111 1.407365
H: -1.211198 5.539379 2.556365
O: 0.402012 1.565049 0.444545
C: 1.135182 -3.605821 -6.760105
H: 3.398772 -3.881531 -3.549485
C: 2.411302 -4.173181 -3.191785
H: 1.166062 -7.473291 -1.149845
C: 0.874312 8.938939 4.780495
H: 3.659462 -2.094761 1.741705
H: -4.685088 3.688969 3.868525
H: -6.238778 -1.859681 0.549815
H: -3.294018 -1.263971 0.792085
H: 1.906232 9.064999 5.108135
H: 5.347822 -0.490851 -2.528555
C: -0.761258 5.035159 4.741725
H: 4.772362 -0.659011 3.655705
O: 1.419722 -5.340781 -1.356105
C: -2.365338 -3.015191 -0.166455
H: 0.704472 7.614819 6.937435
H: 0.790452 -4.957941 -4.197375
H: -3.957928 -4.896561 -3.376925
H: 0.846982 -2.685081 -7.267335
C: -2.960048 -4.533321 -3.622685
C: 3.659752 -2.363361 2.798095
O: 1.047432 0.732689 -1.679565
H: -2.740748 5.786709 7.293285
O: -1.761878 5.686539 5.490955
O: 5.360052 2.191119 -1.787295
H: 4.413602 2.155009 -1.630685
O: -6.390188 4.787509 1.053935
H: -6.923458 4.151149 1.535875
C: -3.556588 -2.162901 0.234335
H: -0.592978 8.566419 7.785255
H: -2.559968 -6.235301 -5.683425

Forces on the atoms, in the same order (eV/Å):
C 1.4 1.1 -0.3
H 0.1 0.0 -0.4
C 0.0 1.3 0.0
H -0.8 0.3 -0.2
H 0.1 0.4 0.3
H 0.4 1.0 0.9
C -0.6 0.3 1.4
H 0.6 -0.7 0.0
H 0.4 -0.4 -0.3
H 0.0 -0.1 -0.3
O 1.3 -0.8 -0.9
O -0.9 -0.4 0.7
C 1.8 -1.0 -1.4
H 0.1 -0.3 -0.1
Cl 0.5 1.4 -0.7
C -1.1 -0.1 -1.3
H -0.4 0.1 0.1
C -0.3 0.7 0.4
C 0.1 0.8 0.6
H -0.1 0.7 0.0
H -0.2 0.1 0.7
O -0.7 -0.8 -1.6
C 0.2 -1.2 -0.3
H 0.1 -0.2 -0.9
H 0.0 -0.2 0.3
C 1.6 -0.1 -0.8
C 1.0 -1.5 -1.8
O -0.7 -0.7 0.5
H 0.2 0.2 0.6
H 0.5 0.5 0.6
H 0.2 0.2 0.1
C 0.7 -0.8 -1.6
C 0.7 1.6 -1.3
C 0.0 0.3 -1.5
H -0.2 0.7 -0.1
H -0.4 0.3 0.0
H 0.2 -0.4 0.1
O -0.7 -1.0 1.1
H 0.1 -0.2 0.1
H -0.3 0.3 0.1
H -0.2 -0.1 0.3
H -0.7 0.3 -0.4
C 0.1 1.1 2.9
H -0.4 -0.5 0.2
H -0.1 -0.3 -0.3
H 0.1 0.2 0.5
H 0.9 -0.2 -0.7
H -0.2 -0.1 0.2
N -0.6 -1.4 -0.6
H -0.4 0.0 0.0
O 0.9 -0.7 -0.6
O -0.2 0.0 -0.5
H -0.2 -0.1 0.9
H -0.1 -0.2 0.4
H 0.2 -0.2 -0.3
O -1.3 1.3 -0.2
O 0.2 -0.3 -0.3
H -0.1 -0.3 -0.3
H -0.1 -0.3 0.1
H -0.2 0.0 0.3
H 0.7 0.3 0.1
H 0.4 0.1 -0.2
H -0.2 -0.1 -0.4
H -0.1 0.2 -0.2
H -0.3 0.3 0.5
H 0.1 -0.1 0.0
N -0.9 1.7 -0.2
O 0.2 -0.2 -0.9
H -0.5 -1.0 0.1
H 0.5 -0.1 -0.1
C 0.7 -0.6 1.7
H 0.0 0.1 -0.1
N 1.3 -1.1 0.8
C 0.4 0.5 -0.5
H -0.1 0.0 0.3
O 0.0 -0.9 1.5
C 1.0 0.6 2.5
H 0.4 -0.3 0.0
C -0.3 1.2 -1.9
H 0.0 0.1 -0.5
C 0.3 -1.2 0.6
H 0.4 0.0 0.1
H 0.3 0.2 -0.5
H 0.1 0.1 -0.4
H 0.7 0.0 0.1
H 0.1 0.9 0.6
H -0.6 0.1 -0.2
C 0.1 -0.5 -0.6
H 0.3 -0.4 -0.8
O -0.7 -1.7 -0.3
C 0.7 -1.2 0.4
H -0.2 -0.5 0.6
H -0.4 0.4 -0.1
H -0.8 0.3 -0.4
H 0.0 0.2 -0.1
C -1.9 0.1 1.0
C -0.3 0.0 1.1
O -0.5 -0.2 0.1
H -0.1 -0.2 -0.2
O -1.1 0.6 0.8
O -0.7 0.3 0.8
H -0.1 0.4 1.3
O -0.7 0.6 -0.2
H 0.1 0.1 0.2
C -0.7 0.2 -0.4
H -0.2 0.0 -0.5
H 0.1 0.5 0.1

## Properties
- frontier orbital gap (hartree) = 0.3064
- spin multiplicity = 1
- energy relative to the best compared isomer or geometry (same formula, charge and spin) (eV) = 0.669
- net charge = -1